No. 1
Here is 2 unconnected molecules or ions with the total composition C3H11N2O2S in a non-equilibrium geometry from the OMol25 dataset. Energies are from ωB97M-V/def2-TZVPD.

Element x y z (Å)
1 N 0.1893 0.7814 -1.1696
2 C 0.0886 -0.3968 -0.2636
3 C -0.0123 0.0334 1.1864
4 S -1.7222 0.0162 1.8441
5 C 1.3564 -1.2400 -0.5984
6 N 1.6027 -2.3072 0.1589
7 O 2.0120 -0.9096 -1.5710
8 H 0.7165 1.5368 -0.7423
9 H 0.6719 0.5110 -2.0340
10 H -0.7047 1.1821 -1.5004
11 H -0.7291 -1.0007 -0.6544
12 H 0.6124 -0.5445 1.8633
13 H 0.3455 1.0478 1.3138
14 H -1.8857 -1.1883 2.4147
15 H 2.3651 -2.9274 -0.0330
16 H 1.0820 -2.4888 0.9733
17 H -0.6269 3.6262 -1.7622
18 H -2.0967 3.3293 -1.3046
19 O -1.1885 3.0092 -1.2995

Values from the calculation:
Total charge: +1
Orbital gap (eV): 9.9525
E_HOMO (eV): -13.085
Energy above the lowest of the compared OMol25 structures with the same formula, charge and spin (eV): 0.689

---

No. 2
Here is a molecular structure, C19H19N5OPtS6 in a non-equilibrium geometry from the OMol25 dataset. Energies are from ωB97M-V/def2-TZVPD.

Element x y z (Å)
1 Pt -0.6748 0.3692 0.1433
2 S -3.4310 3.8964 5.7973
3 C -2.8146 3.1980 4.5050
4 S -2.3609 4.0426 3.0383
5 C -1.8191 2.6999 2.1167
6 C -1.9495 1.3723 2.8227
7 S -1.5400 -0.1035 2.2045
8 S -2.5703 1.4505 4.4043
9 S -1.2205 2.9086 0.6216
10 C -0.2421 -2.1101 -1.8047
11 C 0.6058 -0.8672 -1.8171
12 C 0.0715 0.3873 -2.1669
13 C 0.8855 1.5305 -2.2111
14 C 2.2329 1.4486 -1.8977
15 N 2.9624 2.6578 -1.7499
16 C 3.9977 2.9850 -0.8676
17 O 4.7176 3.9215 -1.0722
18 N 4.2203 2.1751 0.2715
19 C 3.3613 1.3363 0.9564
20 C 3.8432 0.2975 1.7455
21 C 2.9681 -0.6898 2.1652
22 C 1.6506 -0.6441 1.7585
23 N 1.1730 0.4144 1.0830
24 C 1.9885 1.4206 0.7767
25 C 2.7851 0.1888 -1.6423
26 C 1.9816 -0.9364 -1.5796
27 H -1.2224 -1.9192 -2.2417
28 H -0.3826 -2.4875 -0.7903
29 H 0.2363 -2.9031 -2.3790
30 H -0.9550 0.4516 -2.5049
31 H 0.4601 2.4912 -2.4793
32 H 2.8921 3.3402 -2.4913
33 H 5.1254 2.3562 0.6817
34 H 4.9021 0.2230 1.9608
35 H 3.3214 -1.5328 2.7416
36 H 0.9631 -1.4475 1.9751
37 H 1.5507 2.2685 0.2840
38 H 3.8487 0.1010 -1.4623
39 H 2.4368 -1.8975 -1.3745
40 S -2.7861 0.1771 -0.8005
41 C -3.2331 -1.4740 -0.7800
42 N -4.3547 -1.8887 -1.3552
43 C -4.5023 -3.3486 -1.2940
44 C -3.3864 -3.7388 -0.3071
45 N -2.5848 -2.5050 -0.2476
46 H -4.9509 -1.2819 -1.8935
47 H -4.3498 -3.7835 -2.2811
48 H -5.4904 -3.6213 -0.9336
49 H -2.7875 -4.5687 -0.6720
50 H -3.7755 -3.9844 0.6806
51 H -1.7976 -2.3758 0.3628

Values from the calculation:
Total charge: +2
Orbital gap (eV): 5.3999
E_HOMO (eV): -13.902
Energy above the lowest of the compared OMol25 structures with the same formula, charge and spin (eV): 0.584

---

No. 3
Here is a molecular structure, C21H24IN5S4Sr in a non-equilibrium geometry from the OMol25 dataset. Energies are from ωB97M-V/def2-TZVPD.

Element x y z (Å)
1 Sr 0.7895 0.8802 -0.1123
2 C -0.0772 -2.6092 -0.6764
3 C -0.2361 -2.2806 -2.1601
4 N 0.7991 -1.3883 -2.6330
5 C 2.1583 -1.8645 -2.7799
6 C 3.1627 -1.0792 -1.9399
7 C 4.5438 -1.3740 -1.9607
8 C 5.3342 -0.8864 -0.9580
9 C 4.7688 -0.2058 0.1409
10 C 3.4118 -0.0447 0.1466
11 C 2.8602 0.3734 1.6363
12 N 1.4970 0.9353 2.0649
13 C 0.4780 -0.1722 2.2939
14 C 0.6278 -1.2968 1.1941
15 N -0.4420 -1.4731 0.1936
16 N 2.6395 -0.4796 -0.8745
17 H -0.6336 -3.5130 -0.4037
18 H 0.9806 -2.8306 -0.5144
19 H -0.2829 -3.2304 -2.7252
20 H -1.1866 -1.7608 -2.2998
21 H 0.4870 -0.8468 -3.4259
22 H 2.2222 -2.9224 -2.4755
23 H 2.4923 -1.8085 -3.8177
24 H 4.9574 -1.9110 -2.8037
25 H 6.4066 -1.0380 -0.9930
26 H 5.3898 0.1697 0.9420
27 H 3.0139 -0.5509 2.2060
28 H 3.6027 1.0970 1.9578
29 H 1.6540 1.4969 2.8868
30 H 0.6922 -0.6517 3.2511
31 H -0.5371 0.2297 2.3203
32 H 1.4810 -1.0283 0.5694
33 H 0.9313 -2.2207 1.6985
34 H -1.3308 -1.5819 0.6643
35 S 3.5634 0.8099 -3.7736
36 S 4.8882 2.0878 -2.8317
37 S 3.8559 3.6204 -1.9700
38 S 3.1243 3.2165 -0.0577
39 I -0.1909 3.4501 -2.5502
40 C -0.8953 1.3652 -2.8405
41 H 0.0897 0.8847 -2.7990
42 H -1.3869 1.1875 -1.8691
43 N -9.0643 0.7313 3.4634
44 C -8.0090 0.9247 3.0414
45 C -6.7009 1.1648 2.5186
46 C -5.6015 1.2356 3.3800
47 C -4.3374 1.4534 2.8759
48 C -4.1110 1.6025 1.4932
49 C -5.2349 1.5401 0.6439
50 C -6.5008 1.3243 1.1424
51 C -2.8090 1.7823 0.9695
52 C -1.6707 1.9160 0.5084
53 H -5.7526 1.1193 4.4460
54 H -3.4881 1.5151 3.5437
55 H -5.0746 1.6601 -0.4192
56 H -7.3490 1.2754 0.4714

Values from the calculation:
Total charge: -2
Orbital gap (eV): 4.0154
E_HOMO (eV): -0.449
Energy above the lowest of the compared OMol25 structures with the same formula, charge and spin (eV): 4.752

---

No. 4
Here is 7 unconnected molecules or ions with the total composition C31H45BF3N7O2 in a non-equilibrium geometry from the OMol25 dataset. Energies are from ωB97M-V/def2-TZVPD.

Element x y z (Å)
1 C 5.0278 2.3564 -1.5229
2 C 3.8399 1.4104 -1.6663
3 C 3.2444 1.0457 -0.3091
4 O 1.8248 0.8909 -0.3486
5 B 1.0355 1.9687 -0.1851
6 C -0.5261 1.6938 -0.0792
7 N -0.9363 0.8541 -1.2209
8 C -1.3953 1.6299 -2.3775
9 C 1.5706 3.4689 -0.1111
10 O 0.6606 4.2561 -0.9273
11 C 0.8715 5.5819 -0.8819
12 F 0.7759 6.0860 0.3814
13 F -0.0573 6.1909 -1.6528
14 F 2.1078 5.9303 -1.3478
15 H 4.7279 3.3814 -1.3390
16 H 5.6188 2.3412 -2.4307
17 H 5.6672 2.0611 -0.6968
18 H 3.0624 1.8786 -2.2601
19 H 4.1639 0.5192 -2.1870
20 H 3.5617 1.7373 0.4649
21 H 3.6335 0.0734 -0.0285
22 H -1.1092 2.6093 0.0003
23 H -0.6733 1.1236 0.8363
24 H -1.7163 0.2963 -0.9102
25 H -1.7450 2.6207 -2.0964
26 H -0.6072 1.7194 -3.1142
27 H -2.2391 1.1232 -2.8311
28 H 2.5726 3.6252 -0.4888
29 H 1.4954 3.8167 0.9179
30 C -3.9840 1.9046 3.2774
31 C -3.5669 0.8523 4.1382
32 C -3.2159 -0.2095 3.3492
33 N -3.4059 0.1595 2.0465
34 C -3.8708 1.4463 1.9933
35 H -4.3256 2.8838 3.5685
36 H -3.5274 0.8724 5.2148
37 H -2.8498 -1.1893 3.6015
38 H -3.2322 -0.4280 1.2514
39 H -4.0794 1.9219 1.0505
40 C -3.3337 -3.4369 -1.3445
41 C -2.3757 -4.3887 -0.9034
42 C -1.2097 -3.7105 -0.6587
43 N -1.4236 -2.3911 -0.9374
44 C -2.7143 -2.2146 -1.3583
45 H -4.3549 -3.6297 -1.6268
46 H -2.5261 -5.4488 -0.7838
47 H -0.2491 -4.0536 -0.3147
48 H -0.7362 -1.6577 -0.8566
49 H -3.0814 -1.2409 -1.6373
50 C 8.2208 3.6386 -5.5406
51 C 8.5000 3.9601 -4.1842
52 C 8.6839 2.7803 -3.5154
53 N 8.5252 1.7603 -4.4136
54 C 8.2444 2.2746 -5.6502
55 H 8.0261 4.3302 -6.3423
56 H 8.5587 4.9440 -3.7512
57 H 8.9126 2.5792 -2.4832
58 H 8.6020 0.7850 -4.1983
59 H 8.0875 1.6297 -6.4970
60 C -5.9619 -7.1984 1.2304
61 C -5.0074 -8.1518 1.6774
62 C -3.8403 -7.4775 1.9182
63 N -4.0531 -6.1570 1.6331
64 C -5.3419 -5.9776 1.2146
65 H -6.9847 -7.3878 0.9525
66 H -5.1606 -9.2097 1.8066
67 H -2.8821 -7.8228 2.2657
68 H -3.3671 -5.4293 1.7100
69 H -5.7048 -5.0016 0.9425
70 C 1.1880 -3.7893 -3.4261
71 C 1.7772 -5.0466 -3.1215
72 C 2.7916 -5.2506 -4.0177
73 N 2.8369 -4.1668 -4.8513
74 C 1.8643 -3.2713 -4.4974
75 H 0.3610 -3.3228 -2.9189
76 H 1.4863 -5.7241 -2.3365
77 H 3.4796 -6.0698 -4.1341
78 H 3.4814 -4.0490 -5.6089
79 H 1.7367 -2.3484 -5.0358
80 C -4.5243 4.2551 9.0199
81 C -3.4023 4.3058 8.1485
82 C -3.6023 3.3688 7.1709
83 N -4.7993 2.7546 7.4192
84 C -5.3680 3.2889 8.5425
85 H -4.6916 4.8591 9.8953
86 H -2.5482 4.9561 8.2304
87 H -3.0002 3.0883 6.3237
88 H -5.1991 2.0229 6.8624
89 H -6.3193 2.9385 8.9031

Values from the calculation:
SMILES: CCCOB(CNC)COC(F)(F)F.c1cc[nH]c1.c1cc[nH]c1.c1cc[nH]c1.c1cc[nH]c1.c1cc[nH]c1.c1cc[nH]c1
Orbital gap (eV): 8.5850
E_HOMO (eV): -8.237

---

No. 5
Here is a molecular structure, C33H16BrCl5N6OS2Ta in a non-equilibrium geometry from the OMol25 dataset. Energies are from ωB97M-V/def2-TZVPD.

Element x y z (Å)
1 Ta 0.6532 -0.4424 -0.1611
2 Br 2.4909 6.9703 -1.1878
3 C 2.2716 5.1142 -0.9643
4 C 2.9167 4.4691 0.0921
5 C 2.7658 3.1065 0.2829
6 C 1.9459 2.4000 -0.5886
7 O 1.7403 1.0960 -0.4502
8 C 1.2987 3.0340 -1.6507
9 C 0.4424 2.2607 -2.5269
10 N 0.0106 1.0794 -2.2638
11 C -0.8439 0.4542 -3.1995
12 C -1.6135 1.0869 -4.1405
13 C -2.4170 0.3471 -5.0280
14 C -2.4413 -1.0141 -4.9578
15 C -1.6901 -1.6914 -3.9694
16 C -1.6978 -3.0970 -3.8579
17 C -0.9698 -3.6864 -2.8688
18 C -0.2646 -2.8767 -1.9727
19 N -0.2146 -1.5492 -2.0341
20 C -0.9095 -0.9502 -3.0609
21 C 1.4809 4.4055 -1.8461
22 H 3.5466 5.0404 0.7602
23 H 3.2728 2.5855 1.0838
24 H 0.1744 2.7420 -3.4679
25 H -1.6267 2.1664 -4.2058
26 H -3.0119 0.8696 -5.7638
27 H -3.0430 -1.5951 -5.6441
28 H -2.2818 -3.6842 -4.5554
29 H -0.9343 -4.7580 -2.7389
30 H 0.2607 -3.3465 -1.1556
31 H 1.0012 4.9092 -2.6759
32 S 2.4001 -1.9250 -1.0024
33 C 3.0049 -2.1246 0.6075
34 S 2.1441 -1.0733 1.6769
35 C 3.9542 -3.0097 0.9838
36 C 4.3266 -3.1211 2.3608
37 N 4.5878 -3.2094 3.4762
38 C 4.5704 -3.8595 0.0117
39 N 5.0255 -4.5477 -0.7881
40 Cl -2.3663 0.5031 -0.4635
41 C -2.3606 -0.9820 0.4697
42 C -1.1253 -1.5901 0.6422
43 C -1.1704 -2.8359 1.2704
44 Cl 0.2634 -3.7966 1.4352
45 C -2.3624 -3.3880 1.7528
46 Cl -2.3684 -4.9089 2.5436
47 C -3.5660 -2.7028 1.5872
48 Cl -5.0319 -3.3603 2.1744
49 C -3.5740 -1.4815 0.9154
50 Cl -5.0373 -0.6330 0.6411
51 N -0.5684 2.9470 2.2947
52 C -0.3970 2.1827 1.2149
53 N -0.0526 0.9431 1.5085
54 C -0.0341 0.8922 2.9213
55 C 0.1244 -0.1689 3.8163
56 C 0.0519 0.1151 5.1631
57 C -0.1993 1.4122 5.6376
58 C -0.4167 2.4578 4.7685
59 C -0.3380 2.1601 3.4130
60 H -0.8309 3.9186 2.2795
61 H -0.5227 2.5766 0.2212
62 H 0.2755 -1.1849 3.4850
63 H 0.1816 -0.6890 5.8740
64 H -0.2497 1.5852 6.7035
65 H -0.6513 3.4525 5.1219

Values from the calculation:
Total charge: +1
Orbital gap (eV): 6.8965
E_HOMO (eV): -11.181

---

No. 6
Here is 2 unconnected molecules or ions with the total composition CH5FN3O4S in a non-equilibrium geometry from the OMol25 dataset. Energies are from ωB97M-V/def2-TZVPD.

Element x y z (Å)
1 C -1.0270 0.5371 0.6617
2 N -0.2109 1.5018 0.7630
3 N -2.0430 -0.0703 0.5067
4 N -2.7042 -1.1591 0.3486
5 O 2.8636 1.1453 -0.2513
6 O 1.5728 -0.9184 0.0873
7 O 3.6061 -1.0231 -1.1956
8 O 0.2352 2.1433 -0.3571
9 F 3.6804 -0.5599 1.1618
10 S 2.7794 -0.2366 -0.1527
11 H 0.0117 1.7739 1.6555
12 H -3.7028 -1.1810 0.5040
13 H 4.5739 -0.7262 -1.1680
14 H -2.2323 -2.0240 0.6417
15 H 1.1140 2.4542 -0.3169

Values from the calculation:
Multiplicity: 3
Total charge: +1
Orbital gap (spin up / spin down) (eV): 6.9457 / 5.8658
E_HOMO (spin up / spin down) (eV): -10.356 / -14.201